[1]
C3H8N2OS | wB97M-V/def2-TZVPD

Values from the calculation:
- frontier orbital gap (eV) = 8.9
- HOMO energy (eV) = -8.3
- multiplicity = 1
- structure (SMILES) = CN/C(=N/O)SC
- LUMO (eV) = 0.617

```
15
C3H8N2OS, DFT wB97M-V/def2-TZVPD
H -3.14759 -0.39360 -0.49947
O 1.06905 -1.60124 1.67704
H -2.15265 0.98608 -0.97032
C 0.78417 1.77664 -1.49280
H 1.31651 1.95732 0.47963
H 0.80185 2.84846 -1.63831
N 0.72439 1.41459 -0.14508
N 1.13387 -0.28367 1.32383
C -2.24974 0.16384 -0.27648
S -0.75241 -0.86963 -0.50145
H 1.69001 1.34405 -1.99048
H -2.32751 0.44318 0.75516
H 0.41976 -2.01739 1.06031
H -0.13772 1.40096 -2.07646
C 0.46818 0.09928 0.30855
```

=====

[2]
C3H8N2OS | wB97M-V/def2-TZVPD

Values from the calculation:
- frontier orbital gap (eV) = 10.1
- HOMO energy (eV) = -9.4
- multiplicity = 1
- structure (SMILES) = NC(=O)[C@@H](N)CS
- LUMO (eV) = 0.784

```
15
C3H8N2OS, DFT wB97M-V/def2-TZVPD
S 0.50278 2.07278 1.86586
C 0.13327 -0.17271 0.28273
H 1.40136 0.36299 -1.18475
H -0.95908 -2.80857 -1.52260
H 0.49930 3.31513 1.35983
H 2.12708 0.35093 0.27110
N -0.57119 -2.27547 -0.76518
C -0.73852 -0.90341 -0.74458
H -0.73368 1.69591 -0.37464
N 1.48459 -0.16855 -0.32358
O -1.62215 -0.41637 -1.42338
H 0.17997 -0.72132 1.22256
H 0.23230 -2.62697 -0.26070
H -1.45612 1.10657 1.03304
C -0.47991 1.18906 0.56430
```

=====

[3]
C3H8N2OS | wB97M-V/def2-TZVPD

Values from the calculation:
- frontier orbital gap (alpha / beta) (eV) = 6.8 / 6.8
- HOMO energy (alpha / beta) (eV) = -6.9 / -6.9
- multiplicity = 1
- LUMO (alpha / beta) (eV) = -0.092 / -0.093

```
15
C3H8N2OS, DFT wB97M-V/def2-TZVPD
C -0.46170 -0.25836 -0.30339
H -0.59014 -0.06367 -1.37535
C -2.45326 0.88241 -0.12901
H -3.42680 0.35052 -0.29171
H 3.57368 -0.69632 -0.02872
H 1.50103 -1.02321 -1.48031
H -2.63853 1.81460 0.47402
S 2.20940 1.31427 0.35707
N 0.38423 -1.17889 0.06013
N 1.65967 -1.31710 -0.45592
C 2.52572 -0.47341 0.36045
H -2.16276 1.12725 -1.18333
O -1.48769 0.09256 0.51253
H 0.29378 -1.40694 1.08074
H 2.44554 -0.90252 1.30757
```

=====

[4]
C3H8N2OS | wB97M-V/def2-TZVPD

Values from the calculation:
- frontier orbital gap (eV) = 10.0
- HOMO energy (eV) = -9.2
- multiplicity = 1
- LUMO (eV) = 0.780

```
15
C3H8N2OS, DFT wB97M-V/def2-TZVPD
C -1.08455 -0.31506 -0.96079
N 1.05801 -0.18797 0.00892
H 0.52941 1.93448 2.10564
H -1.51000 -0.98420 -0.22753
O -0.33083 2.32387 -0.98286
H -0.78687 -1.58653 1.99704
H 1.89960 -0.56222 0.37799
H -0.21228 -1.37083 1.59490
H -1.61466 -0.06320 -1.86936
H 0.59791 -0.04399 -2.05810
N 0.97610 1.04606 1.89509
C 0.34601 -0.58536 -1.21387
C 0.48928 0.66321 0.81484
H 0.55223 -1.66971 -1.43878
S -0.90936 1.40145 -0.04314
```

=====

[5]
C3H8N2OS2 | wB97M-V/def2-TZVPD

Values from the calculation:
- frontier orbital gap (eV) = 9.8
- HOMO energy (eV) = -9.3
- multiplicity = 1
- structure (SMILES) = NC(=O)[C@H](N)CSS
- LUMO (eV) = 0.548

```
16
C3H8N2OS2, DFT wB97M-V/def2-TZVPD
H 1.50783 -3.54640 1.27506
C -0.37907 1.05026 -0.08058
H -1.06461 -0.77625 0.87383
H -0.85367 -0.85874 -0.84417
H -3.05990 2.65879 -1.35027
C -1.85215 1.47136 -0.22295
S 1.33294 -0.78551 0.69500
H -1.50493 2.42726 -2.02212
N 0.41803 1.51157 -1.21034
N -2.12187 2.33428 -1.23375
H -0.07517 1.57868 0.83511
H 0.92958 2.34065 -0.95973
O -2.66915 1.30960 0.67410
C -0.37881 -0.50011 0.07629
S 1.89830 -2.65798 0.30186
H 0.99955 0.81122 -1.64183
```

=====

[6]
C3H8N2S | wB97M-V/def2-TZVPD

Values from the calculation:
- frontier orbital gap (eV) = 9.5
- HOMO energy (eV) = -8.9
- multiplicity = 1
- LUMO (eV) = 0.636

```
14
C3H8N2S, DFT wB97M-V/def2-TZVPD
H -1.21113 0.46829 -1.13382
S 2.78274 -0.69422 -0.04218
H 4.05873 -0.46643 0.40315
N -1.20227 0.32224 -0.17207
C 0.30193 -0.09946 -0.17377
C -2.38801 -0.53061 0.23814
H 0.91775 2.26872 0.19282
H -2.77988 -0.20858 1.50089
C 1.14102 1.14991 -0.02313
H -1.94849 -1.77348 0.19084
H -3.09362 -0.03284 -0.74344
N 2.34520 0.90787 0.23961
H 0.69403 -0.56175 -1.26628
H 0.38200 -0.74967 0.78924
```

=====

Q: Which calculated total energy values were calculated for the entries above? A: -19101.3686; -19103.9940; -19099.8077; -19100.9131; -29939.1058; -17050.7120, in eV.
Q: Which maximum force values were calculated for the entries above? A: 3.12; 2.44; 3.63; 3.32; 2.08; 4.61, in eV Å⁻¹.